(1)
Here is C39H45AsIrN8PSi as an isolated structure from OMol25. Energies are from ωB97M-V/def2-TZVPD.

Computed properties:
- HOMO energy (hartree) = -0.4585
- relative energy (zero: lowest compared OMol25 entry of this formula, charge and spin) (kJ/mol) = 30.67
- total charge = +2
- F_max (hartree/bohr) = 0.009

```
96
C39H45AsIrN8PSi ωB97M-V/def2-TZVPD
Ir -0.194 0.589 -0.250
C -0.568 6.005 0.921
N -0.860 4.736 0.256
C -1.786 4.553 -0.730
C -1.749 3.232 -1.067
N -0.809 2.613 -0.292
C -0.281 3.541 0.500
P 1.027 3.248 1.723
C 0.295 1.779 2.493
N -0.164 0.718 1.831
C -0.605 -0.173 2.766
C -0.400 0.352 4.006
N 0.165 1.581 3.821
C 0.564 2.499 4.885
C 2.148 2.334 0.623
N 1.815 1.307 -0.158
C 2.963 0.910 -0.794
C 3.991 1.705 -0.387
N 3.468 2.597 0.504
C 4.214 3.665 1.167
H -1.198 6.771 0.481
H -0.787 5.935 1.984
H 0.475 6.278 0.776
H -2.388 5.362 -1.106
H -2.338 2.714 -1.803
H -1.021 -1.123 2.500
H -0.608 -0.042 4.985
H 0.272 2.064 5.836
H 1.643 2.643 4.878
H 0.063 3.457 4.768
H 2.989 0.089 -1.487
H 5.032 1.707 -0.657
H 5.273 3.497 0.996
H 3.937 4.634 0.757
H 4.023 3.650 2.237
C 1.145 1.226 -3.684
C -0.288 0.849 -3.483
C -1.175 0.853 -4.538
C -2.521 0.574 -4.305
C -2.980 0.311 -3.036
C -2.044 0.292 -1.988
N -0.724 0.521 -2.252
N -2.197 0.162 -0.652
Si -3.752 -0.041 0.173
C -5.000 -0.938 -0.899
C -3.569 -1.026 1.748
C -4.405 1.655 0.604
H 1.641 0.524 -4.355
H 1.683 1.251 -2.743
H 1.206 2.213 -4.144
H -0.818 1.096 -5.529
H -3.220 0.589 -5.131
H -4.025 0.137 -2.848
H -4.588 -1.719 -1.540
H -5.579 -0.257 -1.526
H -5.712 -1.415 -0.222
H -2.963 -1.928 1.642
H -4.572 -1.350 2.038
H -3.187 -0.420 2.568
H -4.606 2.247 -0.292
H -3.685 2.206 1.216
H -5.337 1.585 1.169
C -1.987 -5.524 -1.110
C -2.593 -4.278 -1.112
C -1.851 -3.142 -0.815
C -0.501 -3.258 -0.512
C 0.113 -4.511 -0.530
C -0.632 -5.640 -0.822
As 0.624 -1.727 -0.171
C 1.439 -2.099 1.544
C 0.944 -3.100 2.371
C 1.478 -3.283 3.641
C 2.511 -2.472 4.085
C 3.016 -1.477 3.256
C 2.481 -1.288 1.992
C 2.019 -2.107 -1.454
C 1.682 -2.020 -2.802
C 2.628 -2.312 -3.772
C 3.912 -2.690 -3.398
C 4.243 -2.792 -2.055
C 3.297 -2.503 -1.078
H -2.566 -6.408 -1.341
H -3.646 -4.189 -1.348
H -2.314 -2.169 -0.825
H 1.174 -4.608 -0.327
H -0.156 -6.611 -0.833
H 0.133 -3.736 2.038
H 1.088 -4.065 4.279
H 2.932 -2.622 5.070
H 3.838 -0.858 3.593
H 2.884 -0.510 1.353
H 0.674 -1.746 -3.096
H 2.363 -2.257 -4.820
H 4.649 -2.921 -4.156
H 5.236 -3.107 -1.764
H 3.562 -2.593 -0.032
```

---

(2)
Here is C50H43CoN8OS2Te as an isolated structure at a distorted geometry from OMol25. Energies are from ωB97M-V/def2-TZVPD.

Computed properties:
- HOMO energy (alpha / beta) (hartree) = -0.3528 / -0.3523
- relative energy (zero: lowest compared OMol25 entry of this formula, charge and spin) (kJ/mol) = 179.33
- total charge = +1
- spin multiplicity = 2
- F_max (hartree/bohr) = 0.049

```
106
C50H43CoN8OS2Te ωB97M-V/def2-TZVPD
Co 1.764 0.484 -2.198
C 0.321 3.071 -5.412
C 0.853 1.974 -4.758
N 1.100 1.989 -3.452
C 0.870 3.144 -2.799
C 0.374 4.252 -3.491
N 0.079 4.213 -4.773
C 1.151 3.110 -1.376
C 0.634 4.019 -0.469
C 0.859 3.867 0.892
C 1.736 2.847 1.260
C 2.262 1.986 0.311
N 1.900 2.046 -0.996
C 3.279 0.976 0.664
C 3.563 0.573 1.970
N 4.523 -0.296 2.238
C 5.249 -0.742 1.225
C 4.955 -0.372 -0.086
N 3.948 0.437 -0.360
C 0.192 4.717 1.893
C 0.676 4.854 3.193
C -0.014 5.649 4.096
N -1.123 6.306 3.786
C -1.598 6.180 2.553
C -0.990 5.395 1.586
H 0.078 3.044 -6.465
H 1.061 1.058 -5.294
H 0.225 5.197 -2.981
H 0.030 4.837 -0.834
H 2.044 2.745 2.290
H 3.000 0.950 2.819
H 6.053 -1.425 1.464
H 5.548 -0.720 -0.923
H 1.589 4.371 3.510
H 0.336 5.760 5.116
H -2.512 6.720 2.337
H -1.458 5.302 0.615
S 3.755 0.090 -4.064
C 2.426 -0.889 -4.407
N 1.387 -0.837 -3.593
C 0.372 -1.701 -3.950
C -0.829 -1.909 -3.274
C -1.734 -2.822 -3.779
C -1.462 -3.518 -4.956
C -0.274 -3.327 -5.640
C 0.644 -2.426 -5.121
S 2.230 -2.008 -5.729
H -1.034 -1.375 -2.357
H -2.667 -2.993 -3.257
H -2.190 -4.218 -5.343
H -0.061 -3.871 -6.551
C -1.446 0.381 7.438
C -1.166 0.141 5.983
C -1.844 0.851 4.998
C -1.603 0.644 3.647
C -2.386 1.414 2.618
C -0.631 -0.291 3.290
Te 0.030 -0.372 1.210
N 1.212 -0.743 -0.943
C 1.214 -2.016 -0.721
O 0.673 -2.509 0.335
C 1.850 -3.042 -1.610
C 3.131 -2.861 -2.108
C 3.738 -3.870 -2.839
C 3.064 -5.059 -3.070
C 1.780 -5.241 -2.575
C 1.174 -4.238 -1.838
C -1.870 -0.847 0.382
C -2.565 -1.959 0.875
C -1.989 -2.881 1.915
C -3.843 -2.213 0.386
C -4.431 -1.418 -0.583
C -5.825 -1.662 -1.081
C -3.699 -0.350 -1.092
C -2.434 -0.042 -0.618
C -1.729 1.140 -1.196
C 0.066 -1.026 4.248
C 1.088 -2.073 3.892
C -0.233 -0.810 5.589
H -1.977 1.320 7.582
H -0.522 0.402 8.016
H -2.066 -0.424 7.837
H -2.580 1.593 5.284
H -2.875 2.274 3.071
H -3.153 0.779 2.171
H -1.729 1.765 1.819
H 3.652 -1.939 -1.911
H 4.738 -3.724 -3.225
H 3.550 -5.846 -3.629
H 1.257 -6.170 -2.757
H 0.180 -4.376 -1.435
H -0.906 -2.941 1.825
H -2.399 -3.882 1.792
H -2.237 -2.537 2.921
H -4.391 -3.060 0.782
H -6.269 -2.538 -0.613
H -5.823 -1.799 -2.162
H -6.455 -0.799 -0.862
H -4.135 0.269 -1.867
H -2.396 1.714 -1.838
H -0.884 0.812 -1.804
H -1.350 1.793 -0.411
H 1.293 -2.090 2.816
H 0.722 -3.060 4.178
H 2.025 -1.901 4.422
H 0.284 -1.398 6.339
```

---

(3)
Here is a 14-piece molecular cluster, C19H14Cl52NO3P overall from OMol25. Energies are from ωB97M-V/def2-TZVPD.

Computed properties:
- HOMO energy (hartree) = -0.3721
- relative energy (zero: lowest compared OMol25 entry of this formula, charge and spin) (kJ/mol) = 0.00
- F_max (hartree/bohr) = 0.019

```
90
C19H14Cl52NO3P ωB97M-V/def2-TZVPD
C -1.458 -0.938 2.600
C -0.382 0.171 2.595
C 0.280 0.351 1.212
C -0.877 1.479 3.233
C -1.793 2.369 2.363
N -2.544 1.615 1.337
C -3.940 1.696 1.452
O -4.588 2.570 1.924
O -4.549 0.579 0.896
P -5.414 -0.373 1.885
O -6.856 -0.371 1.635
H -2.066 -0.928 1.700
H -2.075 -0.821 3.496
H -0.955 -1.901 2.723
H 0.408 -0.203 3.249
H 1.367 0.402 1.312
H 0.090 -0.546 0.615
H -0.080 1.221 0.669
H -1.434 1.208 4.136
H -0.031 2.092 3.554
H -2.436 2.960 3.014
H -1.161 3.090 1.843
H -2.315 2.021 0.433
H -4.810 -1.619 1.671
H -5.073 0.058 3.176
C 3.676 -1.875 3.052
Cl 2.849 -2.750 1.738
Cl 4.526 -0.488 2.373
Cl 2.491 -1.319 4.238
Cl 4.830 -2.944 3.858
C -4.381 -1.155 -3.175
Cl -4.674 -0.476 -4.778
Cl -3.583 0.061 -2.162
Cl -5.912 -1.617 -2.433
Cl -3.331 -2.563 -3.302
C 0.371 5.862 3.578
Cl -0.499 7.326 3.128
Cl 1.947 6.270 4.259
Cl -0.573 4.965 4.771
Cl 0.606 4.866 2.129
C -1.706 -4.772 0.050
Cl -2.653 -3.327 -0.290
Cl -0.137 -4.370 0.770
Cl -2.602 -5.818 1.154
Cl -1.419 -5.628 -1.473
C 0.677 -1.514 -4.830
Cl 2.225 -0.883 -4.254
Cl -0.632 -0.779 -3.906
Cl 0.489 -1.154 -6.546
Cl 0.642 -3.268 -4.591
C 2.235 -6.471 4.685
Cl 2.742 -5.285 3.479
Cl 0.496 -6.746 4.545
Cl 3.097 -7.990 4.424
Cl 2.610 -5.849 6.297
C -3.018 7.308 -0.527
Cl -3.825 6.262 -1.703
Cl -2.258 8.664 -1.367
Cl -4.201 7.918 0.632
Cl -1.782 6.389 0.339
C 3.100 -2.340 -9.829
Cl 1.749 -1.260 -10.199
Cl 2.742 -3.237 -8.353
Cl 3.334 -3.468 -11.167
Cl 4.568 -1.386 -9.598
C -5.881 2.026 -7.671
Cl -5.398 3.176 -8.920
Cl -7.557 1.539 -7.931
Cl -4.836 0.599 -7.755
Cl -5.725 2.782 -6.084
C -6.650 10.251 3.061
Cl -5.743 11.128 1.825
Cl -6.483 11.078 4.612
Cl -8.354 10.185 2.606
Cl -6.015 8.607 3.200
C 5.637 -1.912 -2.300
Cl 5.142 -0.615 -3.395
Cl 5.110 -1.525 -0.658
Cl 4.889 -3.426 -2.817
Cl 7.392 -2.078 -2.342
C 7.129 -3.692 7.825
Cl 5.942 -3.979 9.100
Cl 8.154 -2.325 8.269
Cl 8.126 -5.134 7.611
Cl 6.284 -3.326 6.313
C 9.342 -4.941 -4.458
Cl 8.928 -5.944 -3.065
Cl 10.194 -3.494 -3.906
Cl 10.382 -5.852 -5.556
Cl 7.865 -4.465 -5.301
```

---

(4)
Here is the molecule CH4N2S2 at a distorted geometry from OMol25. Energies are from ωB97M-V/def2-TZVPD.

Computed properties:
- HOMO energy (hartree) = -0.2924
- SMILES string = S/N=C/NS
- relative energy (zero: lowest compared OMol25 entry of this formula, charge and spin) (kJ/mol) = 358.16
- F_max (hartree/bohr) = 0.112

```
9
CH4N2S2 ωB97M-V/def2-TZVPD
S 1.931 1.738 1.186
N 1.108 0.474 0.482
C 0.284 0.289 -0.539
N -0.632 -0.808 -0.438
S -1.579 -1.174 -1.753
H 2.066 0.923 2.464
H 0.216 1.261 -1.029
H -0.477 -1.463 0.451
H -2.917 -1.241 -0.825
```

---

(5)
Here is a 3-piece molecular cluster, C4H12NO2 overall at a distorted geometry from OMol25. Energies are from ωB97M-V/def2-TZVPD.

Computed properties:
- HOMO energy (alpha / beta) (hartree) = -0.2162 / -0.3084
- relative energy (zero: lowest compared OMol25 entry of this formula, charge and spin) (kJ/mol) = 27.55
- spin multiplicity = 2
- F_max (hartree/bohr) = 0.030

```
19
C4H12NO2 ωB97M-V/def2-TZVPD
C -1.700 -0.746 -0.753
C -0.235 -0.467 -0.889
C 0.373 -0.132 -2.026
C -0.057 0.042 1.538
N 0.458 -0.368 0.327
H -1.911 -1.471 0.023
H -2.104 -1.113 -1.695
H -2.223 0.184 -0.530
H 1.337 0.333 -2.116
H -0.208 -0.240 -2.930
H 0.420 -0.373 2.403
H -1.045 0.458 1.521
H 1.442 -0.601 0.354
H -1.661 3.973 -0.308
H -1.912 2.504 -0.282
O -1.192 3.140 -0.152
H 3.798 -1.021 1.778
H 3.294 -2.417 2.167
O 3.125 -1.684 1.569
```

---

(6)
Here is C39H39BCrF7NO3P3STe2 as an isolated structure at a distorted geometry from OMol25. Energies are from ωB97M-V/def2-TZVPD.

Computed properties:
- HOMO energy (alpha / beta) (hartree) = -0.2243 / -0.2712
- spin multiplicity = 4
- F_max (hartree/bohr) = 0.074

```
97
C39H39BCrF7NO3P3STe2 ωB97M-V/def2-TZVPD
Cr 17.548 10.759 11.228
Te 16.544 12.704 13.310
C 16.581 12.057 15.357
C 17.128 10.792 15.715
C 17.031 10.519 17.118
C 16.480 11.510 17.876
S 16.157 12.948 16.850
H 17.591 10.193 14.929
H 17.416 9.629 17.593
H 16.385 11.555 18.953
F 24.219 12.507 11.038
C 23.209 13.026 10.244
F 23.426 12.400 9.015
F 23.547 14.344 10.085
C 21.799 12.848 10.720
C 20.782 12.916 9.725
C 19.467 12.693 10.130
N 19.160 12.114 11.327
C 20.094 12.079 12.299
C 21.408 12.474 12.071
H 20.900 13.339 8.716
H 18.704 12.972 9.405
H 19.851 11.703 13.273
H 22.130 12.558 12.884
C 14.115 11.005 11.117
P 15.314 9.587 10.996
C 15.013 8.935 9.346
C 14.984 7.546 9.029
C 14.700 7.135 7.718
C 14.490 8.104 6.692
C 14.757 9.406 6.987
C 14.933 9.898 8.299
C 14.471 8.270 11.999
C 15.012 7.827 13.231
C 14.301 6.907 13.992
C 13.201 6.214 13.481
C 12.717 6.569 12.238
C 13.311 7.575 11.545
P 14.178 11.689 12.817
C 12.901 10.796 13.745
C 11.722 10.429 13.084
C 10.703 9.784 13.783
C 10.763 9.607 15.183
C 11.941 9.951 15.847
C 12.928 10.617 15.145
C 13.432 13.366 12.793
C 12.864 13.886 13.979
C 12.138 15.074 13.907
C 12.099 15.797 12.692
C 12.739 15.323 11.587
C 13.312 13.995 11.626
H 13.081 10.672 10.806
H 14.431 11.675 10.380
H 14.982 6.768 9.753
H 14.531 6.098 7.487
H 14.372 7.793 5.662
H 14.587 10.200 6.266
H 15.111 10.949 8.526
H 15.924 8.233 13.677
H 14.731 6.465 14.920
H 12.827 5.388 14.059
H 11.935 6.044 11.736
H 12.822 7.898 10.655
H 11.663 10.492 12.015
H 9.893 9.381 13.169
H 9.914 9.128 15.734
H 12.069 9.814 16.875
H 13.868 10.909 15.676
H 12.937 13.282 14.909
H 11.642 15.415 14.805
H 11.484 16.691 12.684
H 12.910 15.878 10.662
H 13.647 13.598 10.659
F 16.122 14.106 10.386
B 16.320 13.309 9.201
F 16.860 11.977 9.652
F 15.059 12.939 8.662
F 17.326 13.809 8.436
C 19.110 4.818 12.960
C 18.033 5.619 12.337
O 18.084 6.968 12.856
P 18.867 8.188 12.147
O 18.401 9.480 12.805
Te 18.725 8.537 9.694
O 20.325 7.619 12.482
C 21.578 8.289 12.437
C 21.982 8.853 13.779
H 19.035 3.761 12.757
H 19.081 4.958 14.081
H 20.065 5.093 12.544
H 17.039 5.202 12.483
H 18.108 5.706 11.277
H 21.510 9.027 11.627
H 22.246 7.488 12.136
H 21.346 9.704 14.073
H 23.022 9.188 13.706
H 21.896 8.010 14.511
```

---

Q: The highest F_max belongs to which entry?
A: CH4N2S2

---

Q: What is the formula in the second record?
A: C50H43CoN8OS2Te

---

Q: Among the records above, which one has the lowest F_max?
A: C39H45AsIrN8PSi

---

Q: What is the F_max in the fifth record?
A: 0.030 hartree/bohr